Entry 1:
14
Properties=species:S:1:pos:R:3 method="wB97M-V/def2-TZVPD" largest_force_ev_per_a=3.39 smiles="C[N+](=O)[O-].C[N+](=O)[O-]" e_above_lowest_kcal_mol=169.1 homo_ev=-11.2 total_charge=0 total_energy_ha=-490.06976 e_lumo_ev=0.285
O -17.3441 -0.6737 -27.8723
O -11.1362 2.5687 -26.4847
O -15.3984 -0.3315 -27.0892
O -9.0036 3.0721 -26.2972
N -9.9733 2.3735 -26.6622
N -16.5940 -0.1699 -27.1270
C -17.1728 0.7655 -26.1424
C -9.5332 1.2595 -27.6072
H -9.3222 1.7681 -28.5479
H -18.1301 0.3499 -25.8279
H -8.6256 0.7700 -27.2540
H -10.3379 0.5344 -27.7290
H -16.5353 0.8955 -25.2678
H -17.3372 1.6920 -26.6926



Entry 2:
11
Properties=species:S:1:pos:R:3 method="wB97M-V/def2-TZVPD" largest_force_ev_per_a=3.90 smiles="Nc1connc1=S" e_above_lowest_kcal_mol=107.5 homo_ev=-8.5 total_charge=0 total_energy_ha=-753.68139 e_lumo_ev=-1.264
S 1.1782 -0.1359 -2.4026
O -1.5449 1.2904 0.9170
N 0.8292 -1.4995 0.1861
N -0.4003 1.6309 -1.0647
N -1.1241 2.0961 -0.2076
C 0.2684 0.3846 -1.1677
C 0.0615 -0.3018 0.0622
C -0.7701 0.2587 1.1154
H 1.1280 -1.8166 1.1554
H -1.0243 -0.1954 2.0522
H 1.3984 -1.7116 -0.6457



Entry 3:
112
Properties=species:S:1:pos:R:3 method="wB97M-V/def2-TZVPD" largest_force_ev_per_a=4.78 e_above_lowest_kcal_mol=0.0 spin_multiplicity=6 homo_ev="-1.7 / -3.7" total_charge=-1 total_energy_ha=-6766.56274 e_lumo_ev="2.142 / 1.664"
Ru 10.1335 13.6131 11.3739
Se 8.7886 17.0897 10.6135
Ge 9.4789 20.1571 10.2922
O 6.9510 14.2385 11.1310
O 5.6170 13.0637 9.5420
O 8.0921 13.6312 6.8343
O 9.7000 14.4526 8.3940
N 11.2369 15.0829 12.2763
N 9.0243 13.4250 13.0385
N 9.4099 11.6931 10.8416
N 11.7625 13.2394 10.1844
C 8.5573 10.2718 9.2137
C 8.1829 12.3817 13.4111
C 11.4930 17.1157 13.2927
C 9.6793 15.5730 14.1648
C 9.9201 18.3055 9.6031
C 6.5645 7.8877 10.3347
C 8.3700 9.5529 7.8819
C 7.8327 20.2655 11.3736
C 9.2722 21.2432 8.6519
C 6.3843 9.4080 10.3643
C 8.2004 11.1121 11.2839
C 16.0861 13.1508 10.9316
C 13.2777 15.1162 10.8501
C 9.6392 11.1103 9.5635
C 12.3421 15.7338 11.7063
C 12.4768 16.9888 12.3253
C 13.2928 12.0048 8.9564
C 6.9988 17.2282 9.7931
C 10.6981 15.9379 13.2722
C 7.6991 11.3616 12.5713
C 11.9215 12.1142 9.3780
C 9.3738 14.2503 17.3365
C 7.1208 9.9073 7.0731
C 8.7860 14.0057 7.7436
C 13.9888 13.0490 9.5407
C 7.6604 10.2396 10.2840
C 13.0322 13.8430 10.2566
C 10.8782 11.2544 8.9150
C 6.4184 13.6280 10.2388
C 6.9713 11.5788 15.5617
C 14.8546 17.5366 12.8797
C 7.8412 10.3510 15.8315
C 11.0814 20.7610 11.2784
C 13.8326 9.5372 9.0454
C 11.3806 18.2097 14.3478
C 9.0285 14.3264 14.1286
C 13.8615 10.8305 8.2177
C 15.4651 13.3695 9.5412
C 8.1705 13.8332 15.1611
C 7.7098 12.6089 14.7407
C 13.6276 17.9441 12.0737
C 11.8056 17.6837 15.7244
C 8.0813 14.4725 16.5236
H 10.2376 21.2812 8.1010
H 9.5296 13.1695 17.5065
H 11.8177 18.5266 16.4388
H 10.3206 18.5350 14.3877
H 9.7130 18.1532 8.5316
H 14.9053 11.1035 7.9240
H 14.2822 8.6776 8.4854
H 15.5837 13.8193 11.6465
H 11.1200 10.6123 8.0448
H 11.9802 19.1049 14.0636
H 15.9273 12.7031 8.7761
H 12.7793 9.2778 9.2560
H 11.2219 20.1834 12.2160
H 6.9286 20.2352 10.7109
H 8.4472 8.4465 8.0371
H 12.8211 17.2625 15.6676
H 6.9121 7.5559 9.3480
H 7.3338 9.6179 16.4605
H 7.7548 19.5185 12.1734
H 11.9874 20.6305 10.6468
H 7.2436 13.9892 17.0469
H 9.4102 16.2848 14.9778
H 13.3387 10.6849 7.2535
H 6.6746 18.2683 9.6515
H 15.6369 14.4086 9.2092
H 6.2259 9.3938 7.4462
H 14.6683 17.7030 13.9636
H 15.9577 12.0951 11.2621
H 5.8742 9.7302 11.2787
H 17.1565 13.3928 10.9253
H 6.6657 12.0555 16.5043
H 15.0921 16.4655 12.7142
H 5.7508 9.7114 9.4994
H 7.2824 9.5895 6.0252
H 14.2300 15.6461 10.6037
H 8.5082 20.8257 7.9915
H 13.8638 17.9591 10.9811
H 7.8315 21.2774 11.8477
H 11.1445 16.8626 16.0831
H 7.0300 16.6890 8.8252
H 11.0081 18.0750 9.7834
H 6.3421 16.6977 10.4951
H 15.7398 18.1294 12.5780
H 7.9026 15.5454 16.4081
H 8.1009 9.8188 14.8782
H 9.3431 14.7692 18.3099
H 14.4022 9.6411 9.9858
H 13.3380 18.9758 12.3332
H 11.0144 21.8371 11.5365
H 7.2822 7.5964 11.1247
H 8.8072 10.6403 16.2915
H 6.9678 10.9981 7.0728
H 8.9573 22.2772 8.9246
H 6.0329 11.2858 15.0545
H 10.2569 14.6322 16.7730
H 5.5947 7.4147 10.5413
H 6.8813 10.7117 12.9527
H 9.2614 9.7772 7.2477



Entry 4:
118
Properties=species:S:1:pos:R:3 method="wB97M-V/def2-TZVPD" largest_force_ev_per_a=0.85 e_above_lowest_kcal_mol=0.0 homo_ev=-3.6 total_charge=-1 total_energy_ha=-3636.72071 e_lumo_ev=2.132
Rb -2.0560 0.2695 -0.7592
Cl -3.9262 -1.6423 -3.6194
S 2.7660 -1.7602 -0.5072
O -6.5058 0.8104 -2.1594
O -3.4800 -1.7947 -2.2442
O -3.4768 -2.7626 -4.3992
O -3.3589 -0.4166 -4.1557
O -4.4686 1.0424 -1.2135
O -5.3624 -1.5501 -3.6502
N 3.5070 -4.2398 0.2642
N 1.6370 -4.1688 -0.8869
N -4.9738 2.0101 -3.2280
N -0.9869 -2.0848 0.5725
N 2.1189 2.6961 0.7885
N -2.1754 2.8035 2.2685
N 0.8413 -1.4150 -4.2056
N 2.7919 -0.3203 -4.4205
N 0.7805 0.8322 -3.6742
N 2.9311 3.8909 -0.9194
N -2.5685 2.3987 1.0565
N 0.8343 2.6422 -1.1358
N -0.6019 -2.5657 1.7570
N -3.6233 2.3695 -3.4094
N -1.3059 0.0684 2.8073
C 0.2055 -1.8392 2.6879
C -0.9758 -3.8546 1.9185
C 3.1620 -5.6328 0.0625
C 1.7538 -0.7986 4.7084
C -4.5940 2.9646 6.5366
C -6.8373 -0.1353 -1.1378
C 3.7207 4.2414 0.2475
C 3.5140 -2.6111 4.4154
C -2.0372 0.7849 3.7059
C -1.6350 -4.2382 0.7738
C 1.4412 -0.1753 -4.0781
C -1.5356 4.3975 0.9000
C -2.4235 0.2557 4.9625
C -1.6115 -3.0886 -0.0364
C 1.8545 3.0744 -0.5181
C 1.5441 1.4921 1.3420
C -3.7074 2.2152 5.5765
C -0.2393 -0.6232 3.2642
C -2.1806 3.3489 0.2190
C 3.0315 -1.6932 -4.8423
C 1.3967 2.1164 -3.4594
C 1.7084 -5.5430 -0.4097
C 2.8582 4.8907 -1.9572
C 0.5908 -0.1665 4.3297
C -3.3447 2.7602 4.3547
C -0.3829 -1.6629 -3.4820
C -2.5312 2.0870 3.4535
C 2.2042 -1.9555 4.0670
C 0.5283 2.9571 -2.5117
C 3.4558 3.0677 1.1734
C 2.6387 -3.4050 -0.3682
C -3.2188 0.9401 5.8581
C -5.2393 1.2445 -2.1215
C 3.5122 0.6699 -5.1862
C -1.5565 4.0047 2.2174
C 1.3938 -2.4535 3.0625
C 1.8545 -2.4483 -4.2430
C 4.7969 -3.8511 0.7637
H 3.9959 -2.0477 -4.4732
H 4.3341 -2.2347 3.7956
H -1.0998 5.2897 0.4851
H -2.4021 3.2597 -0.8364
H 2.6004 4.4489 -2.9158
H 3.8127 -6.0894 -0.6943
H -3.7019 3.7472 4.0762
H 3.7823 -2.4296 5.4579
H 5.6002 -4.2048 0.1073
H -6.3353 -1.0800 -1.3399
H -1.0552 -0.8278 -3.6436
H 3.4975 3.3434 2.2289
H 1.6873 -3.3582 2.5363
H 1.5078 1.5760 2.4263
H 3.2027 0.6758 -6.2419
H 2.3777 2.0078 -2.9752
H 1.5463 2.6635 -4.4033
H -6.5435 0.2397 -0.1596
H -0.5139 2.6802 -2.6886
H 3.0295 -1.7650 -5.9399
H -0.1987 -1.7739 -2.4037
H -7.9153 -0.2593 -1.1941
H 3.3760 5.1835 0.6992
H 1.4873 -6.2485 -1.2099
H 0.7393 -3.7217 -1.0131
H 4.9512 -4.2616 1.7639
H 1.0073 -5.7107 0.4093
H 2.0914 -2.8122 -3.2355
H 3.3796 1.6663 -4.7795
H -0.7650 -4.3790 2.8350
H 4.7733 4.3499 -0.0198
H -3.1430 1.6116 -3.8893
H 2.1288 0.6017 1.0782
H 0.5325 1.3691 0.9703
H 3.2688 -6.1989 0.9898
H 4.8276 -2.7648 0.8109
H -4.7173 2.4050 7.4649
H 3.4634 -3.6926 4.2674
H 0.6152 4.0189 -2.7622
H -2.0739 -0.7401 5.2075
H 2.1440 5.6941 -1.7324
H 0.2874 0.7406 4.8387
H 1.5319 -3.2890 -4.8596
H -5.4790 1.7019 -4.0484
H -4.1761 3.9419 6.7909
H -2.0594 -2.9442 -1.0084
H -3.5972 3.2038 -3.9783
H -0.8607 -2.5613 -3.8710
H -3.4853 0.4664 6.7985
H 4.1729 2.2508 1.0014
H 4.5765 0.4300 -5.1487
H -1.1736 4.4659 3.1120
H -5.5895 3.1366 6.1194
H 2.3462 -0.3740 5.5143
H 3.8480 5.3395 -2.0578
H -2.0898 -5.1910 0.5627